No. 1
{
  "formula": "C26H23Br2CrF5N6O5S",
  "method": "wB97M-V/def2-TZVPD",
  "elements": ["Br", "Br", "Cr", "S", "F", "F", "F", "F", "F", "O", "O", "O", "O", "O", "N", "N", "N", "N", "N", "N", "C", "C", "C", "C", "C", "C", "C", "C", "C", "C", "C", "C", "C", "C", "C", "C", "C", "C", "C", "C", "C", "C", "C", "C", "C", "C", "H", "H", "H", "H", "H", "H", "H", "H", "H", "H", "H", "H", "H", "H", "H", "H", "H", "H", "H", "H", "H", "H", "H"],
  "positions_angstrom": [[-0.18, -6.91, 1.38], [6.04, -1.85, 0.77], [-0.31, -0.30, 0.26], [-1.63, -0.35, -1.92], [0.32, -1.38, -7.32], [-1.72, -2.71, -6.47], [0.65, 1.02, -3.21], [-2.84, -2.23, -3.99], [1.72, 0.39, -5.69], [0.73, -0.24, 1.99], [0.92, 0.50, 4.12], [-4.01, -0.48, 2.46], [-0.98, -2.19, 3.22], [-2.15, -0.36, 1.28], [-0.42, 2.05, 0.46], [0.82, 3.96, -0.50], [0.06, 4.01, 1.85], [1.72, -0.88, -0.42], [-0.31, -2.36, 0.12], [-1.62, 4.17, 0.02], [0.01, 0.14, -4.04], [0.27, -1.75, 3.82], [1.15, 4.42, 0.90], [0.65, 2.53, -0.43], [-0.10, -1.06, -6.07], [0.88, -2.98, 0.35], [4.06, -0.60, -0.84], [4.35, -1.67, -0.02], [-2.12, -1.39, 3.56], [3.31, -2.44, 0.48], [-1.13, 4.68, 1.36], [0.95, -4.31, 0.73], [-0.08, 2.56, 1.80], [2.70, -0.24, -1.03], [-1.42, -4.40, 0.63], [-2.70, -0.67, 2.34], [-0.47, 4.52, -0.91], [-1.29, -1.71, -5.66], [0.54, -0.15, -5.28], [-1.38, -3.10, 0.15], [-1.78, -1.52, -4.38], [-1.70, 2.68, 0.02], [0.67, -0.38, 3.29], [-0.21, -5.07, 0.88], [-1.11, -0.56, -3.51], [2.00, -2.09, 0.12], [-0.87, 5.74, 1.34], [0.85, 2.17, 2.17], [0.23, -1.81, 4.93], [-0.40, 5.60, -0.97], [0.54, 2.04, -1.41], [-1.77, -0.65, 4.26], [1.55, 2.12, 0.02], [2.06, 3.93, 1.21], [-1.97, 2.36, -0.99], [-2.53, 2.35, 0.68], [2.46, 0.54, -1.76], [0.99, -2.51, 3.45], [-0.72, 4.20, -1.92], [-2.27, -2.64, -0.23], [-1.94, 4.51, 2.07], [4.84, -0.04, -1.36], [-2.34, -4.91, 0.80], [1.16, 5.52, 0.93], [1.88, -4.82, 0.79], [-0.85, 2.35, 2.56], [-2.91, -2.02, 4.04], [-4.34, -0.05, 1.66], [3.53, -3.32, 1.09]],
  "total_energy_ha": -8799.1200,
  "orbital_gap_ha": [0.232, 0.234],
  "charge": 1,
  "e_homo_ha": [-0.3927, -0.3952],
  "multiplicity": 4,
  "e_above_lowest_ev": 0.000
}

***

No. 2
{
  "formula": "C26H23Br4Cl2FeN6O6",
  "method": "wB97M-V/def2-TZVPD",
  "elements": ["Br", "Br", "Br", "Br", "Fe", "Cl", "Cl", "O", "O", "O", "O", "O", "O", "N", "N", "N", "N", "N", "N", "C", "C", "C", "C", "C", "C", "C", "C", "C", "C", "C", "C", "C", "C", "C", "C", "C", "C", "C", "C", "C", "C", "C", "C", "C", "C", "H", "H", "H", "H", "H", "H", "H", "H", "H", "H", "H", "H", "H", "H", "H", "H", "H", "H", "H", "H", "H", "H", "H"],
  "positions_angstrom": [[0.27, 3.75, -5.78], [1.91, -1.72, -5.13], [0.07, 3.96, -2.43], [1.15, 0.85, -7.14], [1.58, -0.38, -0.24], [2.79, -4.00, 3.22], [1.79, -5.25, 0.77], [-0.05, -1.90, 0.13], [2.85, -1.65, 0.67], [0.79, 1.31, -1.16], [-1.73, -2.31, 1.50], [1.61, -0.92, -2.22], [4.22, -3.41, 0.38], [-4.53, 0.34, 1.79], [-1.55, -0.53, -1.74], [-4.76, -1.94, 1.68], [3.27, 1.07, 0.21], [-5.57, -0.57, -0.07], [1.02, 0.83, 1.68], [-5.62, -1.58, -1.11], [-0.28, 1.35, 3.62], [3.20, -2.88, 0.77], [4.23, 2.59, 1.80], [-1.24, -1.85, 0.35], [2.17, -3.71, 1.57], [1.99, 1.64, 2.13], [2.96, 3.20, 3.76], [4.08, 3.32, 3.03], [4.36, 1.13, -0.52], [3.20, 1.77, 1.35], [0.90, 1.28, -2.46], [-4.94, -0.80, 1.13], [1.88, 2.35, 3.34], [1.39, -0.04, -4.43], [0.61, 2.35, -3.29], [-2.21, -1.23, -0.67], [5.39, 2.65, 1.00], [0.69, 2.25, -4.69], [5.46, 1.92, -0.15], [1.07, 1.05, -5.26], [0.70, 2.19, 4.08], [-0.07, 0.69, 2.40], [-4.36, -1.72, -1.96], [-3.12, -2.31, -1.27], [1.33, 0.04, -3.04], [-5.88, -2.54, -0.65], [-0.86, -1.13, -2.19], [-1.19, 1.20, 4.17], [-4.09, -0.75, -2.37], [6.22, 3.28, 1.32], [2.85, 3.75, 4.70], [-5.21, -2.69, 1.17], [-2.53, -2.82, -2.03], [0.59, 2.72, 5.02], [4.37, 0.53, -1.42], [-2.81, -0.49, -0.13], [4.90, 3.95, 3.36], [-6.46, -1.32, -1.76], [1.24, -3.17, 1.68], [-3.40, -3.06, -0.53], [-5.54, 0.38, -0.40], [-0.83, 0.02, 2.01], [6.34, 1.94, -0.78], [-2.70, -2.20, 1.57], [-4.02, 0.16, 2.64], [-4.26, 1.15, 1.26], [-1.04, 0.29, -1.43], [-4.63, -2.36, -2.81]],
  "total_energy_ha": -14264.9769,
  "orbital_gap_ha": [0.209, 0.210],
  "charge": -1,
  "e_homo_ha": [-0.1483, -0.1495],
  "multiplicity": 5,
  "e_above_lowest_ev": 0.875
}

***

- Which value of charge does entry 1 give?
  +1

***

- The highest charge belongs to which entry?
  C26H23Br2CrF5N6O5S

***

- The highest multiplicity belongs to which entry?
  C26H23Br4Cl2FeN6O6